Here is a structure of composition C35H110BClMgO29 from the OMol25 dataset. Energies are from ωB97M-V/def2-TZVPD.

Atoms and positions in Å:
Mg 4.7667 -1.5497 0.0576
Cl -0.0870 0.1230 -0.2127
O -1.4863 0.0697 -0.0407
O 0.4488 -1.1467 -0.6670
O 0.3618 1.1172 -1.1447
O 0.4448 0.3950 1.1272
B 5.2633 -2.0772 -1.8832
H 5.4493 -2.0388 -2.9454
H 5.1873 -3.1258 -1.6406
H 6.0906 -1.6342 -1.3508
H 4.3276 -1.5574 -1.7471
C -4.0851 2.6772 0.3934
C -5.1820 2.4837 1.4786
O -5.0027 3.4222 2.5968
O -4.2148 3.8977 -0.3683
H -4.0131 1.8142 -0.2685
H -3.0695 2.7542 0.7818
H -5.1911 1.4751 1.8918
H -6.1492 2.6548 1.0059
H -5.8277 3.4410 3.0873
H -4.3445 4.6561 0.2058
C 2.9520 -3.3568 1.5771
C 3.1506 -2.1422 2.4826
O 4.3163 -1.4471 2.0753
O 3.2998 -3.0341 0.2370
H 1.9054 -3.6612 1.5707
H 3.5584 -4.2247 1.8359
H 3.2139 -2.5973 3.4711
H 2.2976 -1.4701 2.3892
H 4.4832 -0.7540 2.7181
H 2.9475 -3.7038 -0.3537
C -6.3699 0.2054 -3.2913
C -7.1463 1.2107 -4.1628
O -6.3219 2.1740 -4.7842
O -5.5495 0.8322 -2.2772
H -5.7205 -0.4537 -3.8675
H -7.0534 -0.4777 -2.7871
H -7.8477 1.7189 -3.5011
H -7.6336 0.6115 -4.9320
H -5.7971 2.6504 -4.1366
H -4.6600 0.8816 -2.6350
C 4.1049 1.0529 -0.6051
C 5.3724 1.3204 0.2253
O 6.0359 0.0447 0.3233
O 3.4358 -0.1845 -0.1832
H 4.4151 0.9849 -1.6479
H 3.4689 1.9335 -0.5150
H 5.1061 1.7972 1.1686
H 5.9074 2.0760 -0.3500
H 6.9425 0.2336 0.5762
H 2.4903 -0.0347 -0.2555
C -2.9782 3.4623 -3.5873
C -2.2360 2.3404 -2.8477
O -2.7846 1.0815 -3.0742
O -4.3613 3.5940 -3.1643
H -2.9034 3.3365 -4.6675
H -2.5034 4.4088 -3.3286
H -2.1888 2.4494 -1.7642
H -1.2513 2.2189 -3.2990
H -2.2671 0.5302 -2.4827
H -4.3475 3.5969 -2.2044
C 1.4364 1.2803 5.9864
C 2.0528 1.6129 4.5760
O 3.1499 2.5344 4.5043
O 1.0106 2.3862 6.6180
H 2.1820 0.8469 6.6530
H 0.6814 0.5000 5.8898
H 1.2712 1.9214 3.8817
H 2.3352 0.6395 4.1749
H 2.7795 3.4161 4.4206
H 1.6596 2.6685 7.2666
C 5.4013 0.2397 5.8874
C 5.9419 0.6863 4.5183
O 4.8502 0.6708 3.6208
O 4.9027 1.3341 6.6074
H 6.2359 -0.1115 6.4942
H 4.6382 -0.5355 5.8193
H 6.6248 -0.1005 4.1979
H 6.4530 1.6469 4.5819
H 4.2336 1.3359 3.9356
H 4.3822 1.8610 5.9967
C 2.1649 -2.6426 -3.6873
O 3.4654 -2.7461 -4.2877
H 2.1490 -1.9521 -2.8440
H 1.3570 -2.3312 -4.3495
H 1.9861 -3.6454 -3.2994
H 4.0602 -2.4752 -3.5846
C -3.3294 0.5888 -6.5262
O -2.0962 0.7887 -5.8648
H -3.2815 0.4629 -7.6078
H -3.7950 -0.3042 -6.1091
H -3.9963 1.4242 -6.3131
H -2.2914 0.8993 -4.9314
C 0.1768 4.2111 1.0730
O -0.0214 4.8114 2.3511
H 0.9837 3.4948 1.2272
H -0.7627 3.7498 0.7685
H 0.4838 4.9823 0.3665
H -0.8697 5.2603 2.3751
C 4.1219 4.5602 1.9121
O 5.1776 4.2463 1.0268
H 3.3991 3.7617 1.7444
H 4.4530 4.7327 2.9362
H 3.6915 5.5083 1.5899
H 4.8687 4.2765 0.1184
C 3.1796 4.9022 -1.4447
O 4.4154 4.3496 -1.6140
H 2.4215 4.1856 -1.1287
H 3.2463 5.6827 -0.6868
H 2.8261 5.3886 -2.3538
H 4.9784 4.9139 -2.1490
C -0.7041 -3.4623 3.1030
O -0.3405 -2.6514 4.2226
H -1.7875 -3.4813 2.9854
H -0.1818 -3.1453 2.2004
H -0.3818 -4.4950 3.2365
H -0.5936 -1.7344 4.0941
C -2.6437 0.2695 5.5678
C -2.3805 0.6116 4.1553
C -1.9346 2.0460 3.9884
O -1.3086 -0.1447 3.5987
H -3.4546 0.8959 5.9393
H -1.8448 0.5319 6.2613
H -2.9644 -0.7565 5.7486
H -3.2946 0.4961 3.5729
H -2.6809 2.7237 4.4030
H -1.7766 2.2695 2.9333
H -0.9600 2.2174 4.4455
H -1.0731 0.1779 2.7258
C 2.7424 1.3580 -5.4813
C 1.4060 1.7874 -4.8142
C 1.6966 2.8428 -3.7920
O 0.6950 2.3257 -5.8826
H 2.5828 0.7615 -6.3795
H 3.3068 0.7410 -4.7820
H 3.3792 2.1275 -5.9176
H 0.9094 0.9666 -4.2967
H 0.7411 3.1386 -3.3589
H 2.1165 3.7657 -4.1920
H 2.3621 2.4883 -3.0049
H 0.5405 1.6862 -6.5817
C 1.1733 -6.7725 0.9269
C 1.1185 -6.3384 -0.5430
C -0.1276 -5.4935 -0.8999
O 2.2777 -5.5282 -0.7015
H 0.3297 -7.3256 1.3397
H 1.3105 -5.9035 1.5704
H 2.0943 -7.3243 1.1146
H 1.2553 -7.0881 -1.3222
H -0.2489 -4.5430 -0.3805
H -1.0443 -6.0325 -0.6605
H -0.1378 -5.4153 -1.9871
H 2.9731 -6.1380 -0.9587
C -3.2693 -4.0469 -2.6357
C -3.1834 -3.0412 -3.7763
C -1.7979 -2.3639 -3.9551
O -3.4369 -3.6736 -5.0179
H -3.0505 -3.5784 -1.6762
H -2.4467 -4.7385 -2.8174
H -4.2650 -4.4894 -2.6042
H -3.9172 -2.2517 -3.6140
H -1.8089 -1.5567 -4.6876
H -0.9703 -3.0413 -4.1651
H -1.5594 -1.8697 -3.0133
H -3.3665 -3.0789 -5.7682
C -4.6754 -3.5315 3.4967
C -5.2490 -3.1096 2.2035
C -4.3189 -2.2791 1.2907
O -5.5317 -4.3100 1.5520
H -4.3501 -2.6067 3.9730
H -3.8583 -4.2319 3.3234
H -5.3580 -4.0255 4.1882
H -6.1932 -2.5782 2.3226
H -4.8932 -2.1097 0.3799
H -3.3938 -2.7701 0.9886
H -4.0789 -1.3367 1.7829
H -4.7287 -4.8114 1.3928

Electronic energy in eV: -116087.032
Frontier orbital gap in eV: 8.75
Maximum force in eV Å⁻¹: 4.098